Entry 1:
C20H22Br39O5PS | wB97M-V/def2-TZVPD

Last column: Mulliken charge in e.
Cartesian coordinates (Å):
O  1.50  -2.08  2.74  -0.406
Br  -1.84  -3.29  -5.13  -0.049
Br  -6.87  3.71  -6.65  -0.001
H  0.99  -1.60  2.07  0.272
H  -7.53  0.74  7.98  0.326
Br  2.47  0.42  5.74  0.315
S  2.86  0.58  0.11  0.145
Br  -6.16  -2.08  -2.66  -0.061
C  2.45  1.71  7.22  0.285
Br  -5.65  2.34  7.83  -0.006
H  0.34  2.21  1.93  0.375
C  -0.26  1.98  -4.53  0.395
Br  -7.89  5.08  -3.97  -0.005
C  -7.78  5.22  -5.88  -0.334
C  0.88  2.46  1.02  -1.127
H  1.41  1.92  7.42  -0.385
H  3.43  -3.13  -5.11  -0.403
Br  -6.47  -1.72  -6.61  -0.002
H  8.50  1.12  9.05  0.335
C  -2.26  -2.30  -3.53  -0.444
Br  -1.19  2.41  7.30  -0.078
Br  -6.20  1.11  -2.53  0.026
Br  -2.65  6.22  -6.52  0.005
Br  -0.44  1.88  -2.61  0.010
P  2.22  -1.06  3.81  -0.130
C  -6.52  0.72  8.39  -0.304
Br  -2.14  0.65  9.78  0.017
H  0.23  3.15  0.47  0.352
H  1.30  0.56  2.72  0.010
Br  -1.10  -0.78  7.13  -0.008
Br  4.69  -9.09  -5.15  -0.024
Br  -5.65  -0.83  7.65  -0.007
Br  7.70  3.22  8.05  -0.013
C  3.49  -2.91  -6.16  0.459
H  4.93  -3.64  -1.18  0.473
H  4.54  1.88  1.22  0.417
H  4.13  -7.41  -3.43  0.231
H  -3.01  0.74  7.47  -0.019
Br  -0.71  -2.09  -2.40  0.044
H  -1.25  1.98  -4.93  -0.421
C  3.94  -3.25  -1.35  -0.388
Br  4.57  -1.33  -6.35  -0.044
Br  4.31  -4.44  -7.00  -0.039
Br  -6.98  6.88  -6.43  -0.010
Br  3.29  3.38  6.73  -0.074
H  -4.18  -2.04  -7.49  0.180
O  6.22  -1.23  3.13  -0.349
Br  1.70  -2.63  -6.80  -0.022
Br  3.08  -4.38  -2.66  -0.012
Br  -5.41  -1.75  -9.61  -0.038
H  1.78  3.00  1.30  0.299
C  1.14  1.21  0.15  0.685
Br  0.58  3.62  -5.10  -0.016
O  1.32  0.37  3.67  -0.386
C  3.93  -0.79  3.17  0.690
Br  6.55  1.54  10.50  -0.029
Br  6.73  0.22  7.59  0.017
H  0.86  1.45  -0.88  -0.812
Br  -4.31  0.42  -7.55  0.080
H  -8.80  5.21  -6.26  0.361
Br  -7.23  -0.61  -0.05  -0.029
Br  2.47  -9.14  -2.85  -0.010
Br  2.39  -6.89  -5.11  -0.026
C  3.51  -8.04  -4.05  -0.211
Br  -6.68  0.61  10.30  0.004
C  -4.98  -1.37  -7.77  -0.231
C  5.02  -1.67  3.68  0.463
H  -2.97  -2.89  -2.97  0.343
Br  0.64  0.43  -5.23  0.104
H  3.12  1.69  2.28  0.436
Br  -2.55  3.04  -6.71  -0.077
O  6.71  0.21  1.47  -0.525
C  7.51  1.47  8.83  -0.335
C  -3.47  4.57  -5.98  0.229
Br  3.01  -3.29  0.33  0.011
C  -2.00  0.75  7.87  0.030
Br  -3.63  4.44  -4.07  0.017
H  -4.47  4.55  -6.39  -0.225
O  4.95  -2.57  4.44  -0.520
Br  -3.11  -0.62  -3.94  0.237
H  -8.05  -0.52  -2.38  0.339
Br  4.14  -1.46  -2.02  -0.010
H  0.52  0.39  0.50  0.396
C  -7.05  -0.52  -1.96  -0.331
C  3.77  1.18  1.57  -0.814
C  4.46  0.08  2.30  0.515
Br  3.21  0.98  8.83  -0.044
C  5.93  -0.26  2.22  -0.098

As for the net charge: 0. The calculation puts the HOMO energy at -8.77 eV. Its HOMO-LUMO gap is 0.27712 Eh.


Entry 2:
C5H15NS | wB97M-V/def2-TZVPD

Last column: Mulliken charge in e.
Cartesian coordinates (Å):
H  0.79  -1.29  0.29  0.213
H  -3.28  0.22  -2.91  0.325
H  2.82  -0.33  1.47  0.347
H  -3.36  -0.80  -1.39  0.312
H  0.43  -0.04  2.93  0.364
H  -1.07  0.06  -1.55  0.227
H  -0.49  -1.41  2.29  0.367
H  -4.05  0.84  -1.50  0.286
H  3.65  0.50  -0.72  0.359
C  -3.22  0.20  -1.82  -1.106
C  0.47  -0.89  2.25  -1.138
H  2.54  -0.86  -1.07  0.320
H  -0.55  0.33  0.64  0.326
H  -1.66  1.71  -1.68  0.305
C  2.12  0.15  0.79  -0.326
N  0.78  -0.47  0.88  -0.325
S  -1.92  0.84  0.54  -0.368
H  2.00  1.17  1.14  0.273
C  2.62  0.14  -0.63  -1.164
H  2.04  0.80  -1.29  0.270
C  -1.90  0.72  -1.30  -0.275
H  1.22  -1.58  2.63  0.410

As for the net charge: 0. The calculation puts the HOMO energy at -7.95 eV. As for the SMILES: CCNC.CCS. Its HOMO-LUMO gap is 0.32435 Eh. The energy above the lowest of the compared OMol25 structures with the same formula, charge and spin is 57.5 kJ/mol.


Entry 3:
C2H8N | wB97M-V/def2-TZVPD

Last column: Mulliken charge in e.
Cartesian coordinates (Å):
N  -0.94  -0.65  -1.18  -0.522
H  1.74  0.11  -0.20  0.457
H  1.09  -0.18  2.37  0.258
H  -1.16  0.30  -1.49  0.361
H  -1.56  -1.26  -1.72  0.387
C  0.95  0.55  0.40  -0.826
H  0.05  -0.79  -1.40  0.383
H  -0.91  -0.84  -0.18  0.349
H  -0.34  0.98  1.98  0.307
H  0.53  1.33  -0.25  0.308
C  0.55  0.45  1.67  -0.462

As for the net charge: +1. The calculation puts the HOMO energy at -14.84 eV. Its HOMO-LUMO gap is 0.39204 Eh. The energy above the lowest of the compared OMol25 structures with the same formula, charge and spin is 145.1 kJ/mol.


Entry 4:
C4H7N2 | wB97M-V/def2-TZVPD

Last column: Mulliken charge in e.
Cartesian coordinates (Å):
C  -0.56  -0.06  0.50  -0.132
C  1.33  -1.06  -0.95  -0.860
H  -2.71  1.73  -1.02  -0.222
N  -1.58  -0.01  1.51  -0.291
N  3.67  -0.22  -0.59  -0.304
H  1.23  -1.96  -1.69  0.295
H  -1.05  -0.08  2.45  0.415
C  2.60  -0.69  -0.86  0.400
H  -3.09  2.34  -1.26  0.218
H  -2.04  0.96  1.56  0.421
H  -2.26  -0.80  1.43  0.380
C  0.29  -0.71  -0.11  0.354
H  4.18  0.56  -0.98  0.327

As for the net charge: +1. The calculation puts the HOMO energy at -12.68 eV. Its HOMO-LUMO gap is 0.30868 Eh. The energy above the lowest of the compared OMol25 structures with the same formula, charge and spin is 591.8 kJ/mol.


Entry 5:
C12H29BeGeN4Se | wB97M-V/def2-TZVPD

Last column: Mulliken charge in e.
Cartesian coordinates (Å):
C  -0.31  0.03  1.76  -0.211
H  1.51  -1.76  -3.58  0.327
H  2.43  2.41  1.06  0.333
Se  1.13  -0.56  -1.39  0.096
H  0.66  0.05  1.26  -0.027
H  -0.15  -2.77  0.99  0.376
H  1.98  3.86  0.17  0.448
Ge  2.98  2.13  -1.43  0.482
N  -3.36  -1.43  1.19  -0.048
H  -0.33  0.85  2.48  0.373
H  0.95  2.43  0.07  0.204
C  -3.45  -0.10  1.87  -0.668
H  -3.46  -2.30  3.12  0.323
H  0.41  -1.65  2.94  0.587
N  -1.33  0.21  0.70  -0.118
H  -1.28  -1.28  3.21  0.267
C  -0.50  -1.32  2.45  -1.022
H  3.36  -0.15  -0.36  0.399
C  0.98  -0.85  -3.30  -0.966
C  -3.28  -2.62  2.09  -0.722
H  -4.13  -1.54  0.55  0.367
C  -1.96  -1.92  -1.36  -0.085
C  -1.91  -3.31  1.93  -0.703
H  -2.39  1.78  1.70  0.436
H  -0.90  0.67  -0.09  0.260
H  3.53  -0.34  -2.09  0.466
C  4.83  2.74  -1.37  -1.097
C  1.99  2.77  0.13  -1.093
N  -0.94  -2.31  1.43  -0.077
H  5.39  2.34  -2.21  0.354
Be  -1.85  -1.40  0.27  0.569
H  5.32  2.41  -0.45  0.355
H  2.03  3.81  -3.07  0.399
H  -4.48  0.23  1.93  0.469
H  -1.58  -3.75  2.87  0.391
H  -0.08  -0.97  -3.53  0.324
H  2.65  2.42  -3.95  0.349
C  2.10  2.72  -3.06  -1.204
H  -3.09  -0.22  2.89  0.266
H  -4.07  -3.32  1.83  0.435
C  -2.58  0.89  1.10  -0.739
N  -2.04  -2.28  -2.45  -0.703
H  -3.08  1.20  0.18  0.443
H  4.88  3.82  -1.41  0.355
C  2.94  0.16  -1.32  -1.046
H  -1.97  -4.10  1.19  0.443
H  1.08  2.32  -3.12  0.342
H  1.39  0.01  -3.82  0.293

As for the net charge: +1. The calculation puts the HOMO energy at -10.79 eV. Its HOMO-LUMO gap is 0.30522 Eh.


Entry 6:
C42H52Cl3CsGe2N5O2S3Si | wB97M-V/def2-TZVPD

Last column: Löwdin spin population.
Cartesian coordinates (Å):
H  1.52  3.93  0.78  0.000
H  -2.28  -1.02  5.39  0.001
C  1.11  0.48  -6.24  0.000
H  0.38  2.84  4.41  0.005
H  1.82  7.61  -0.05  0.000
C  -1.57  -2.56  -4.89  0.000
H  -3.37  -1.96  -3.85  0.000
C  0.64  0.62  -7.54  0.000
H  1.43  -1.58  0.96  0.000
C  0.21  0.37  -5.20  0.000
H  4.40  0.88  3.20  0.000
H  -0.18  -3.31  5.34  0.000
C  2.35  -1.06  1.22  0.002
H  2.06  -1.65  -1.77  0.000
H  -2.20  -2.87  -2.23  0.001
Cl  -2.02  2.67  -3.87  0.000
H  -3.54  -1.23  7.48  -0.001
H  4.64  -4.65  -3.42  0.000
H  -3.64  -0.97  -1.55  -0.002
H  -2.68  0.60  -6.91  0.000
H  1.70  2.37  -2.93  0.000
C  3.34  0.97  -3.09  0.000
C  -4.02  -0.95  4.13  0.022
C  4.30  5.91  -1.71  0.000
C  2.54  7.22  0.66  0.000
C  3.71  -4.36  -2.94  0.000
C  2.77  -5.33  -2.63  0.000
H  3.33  2.28  3.25  0.000
C  4.78  5.07  1.27  0.000
H  -6.01  -1.28  7.45  0.003
C  -6.13  -1.09  5.31  0.002
C  1.98  -0.14  5.48  0.001
H  -4.84  -3.16  -1.57  0.008
C  1.57  -0.75  6.65  0.000
H  4.40  4.85  2.26  0.000
H  -1.09  0.78  -8.79  0.000
O  -0.08  -1.69  -0.75  0.000
H  2.55  3.16  -0.42  0.000
H  0.25  -3.29  -4.02  0.000
H  -5.96  -0.87  3.20  0.002
H  -7.21  -1.12  5.29  -0.001
C  0.79  -1.89  6.61  0.000
C  -4.87  -3.27  0.59  0.030
H  2.59  0.75  5.53  0.001
H  1.34  0.70  -8.37  0.000
C  -1.26  -3.35  -2.49  0.001
H  3.61  6.24  -2.48  0.000
H  5.04  6.69  -1.55  0.000
C  0.43  -2.42  5.38  0.001
C  2.28  -2.67  -2.02  0.000
H  0.53  -2.21  3.26  0.000
N  2.47  1.72  -3.00  0.000
C  -0.62  -2.70  -3.70  0.000
H  2.96  -6.37  -2.88  0.000
C  -4.56  -2.68  -0.64  0.087
C  3.47  -3.03  -2.62  0.000
Ge  3.30  5.52  -0.02  0.000
H  5.36  4.21  0.94  0.000
C  0.84  -1.81  4.21  0.001
Cs  -1.32  1.45  -0.92  0.001
C  1.58  -4.98  -2.02  0.000
S  -2.32  0.19  -4.08  0.000
C  -5.42  -0.98  4.14  0.029
S  0.34  1.47  2.11  0.013
H  -1.41  -4.42  -2.61  0.000
C  -3.30  -0.76  2.87  0.134
H  -1.00  -2.20  -5.74  0.000
C  -5.46  -1.19  6.53  0.038
H  3.09  -1.80  1.51  0.000
H  3.88  1.64  1.72  0.000
C  -3.89  -1.47  -0.62  0.004
C  -0.65  1.31  3.63  0.140
H  0.56  0.27  -4.18  0.000
H  2.17  0.47  -6.04  0.000
C  -2.72  -1.60  -4.64  0.000
C  -4.07  -1.15  6.54  0.002
H  4.20  -2.27  -2.86  0.000
C  -0.72  0.66  -7.78  0.000
C  -4.50  -2.64  1.75  0.039
N  -3.52  -0.85  0.48  0.082
H  5.46  5.91  1.36  0.000
C  1.33  -3.64  -1.73  0.000
H  -1.97  -3.55  -5.15  0.000
C  1.63  -0.66  4.24  0.001
Cl  -1.15  4.59  0.00  0.000
H  1.86  -0.33  7.61  0.000
H  0.84  -5.73  -1.78  0.000
C  1.99  4.08  -0.19  0.000
C  -1.61  0.55  -6.73  0.000
C  -3.80  -1.41  1.67  0.070
S  -0.22  -3.13  -0.96  0.000
H  -5.39  -4.22  0.62  0.000
N  -2.22  -0.01  2.70  0.215
N  -0.10  1.99  4.70  0.056
Cl  0.76  6.43  -2.17  0.000
H  -0.28  -1.72  -3.40  0.000
Si  2.03  0.22  2.60  0.006
N  -1.74  0.67  3.75  -0.030
H  -3.31  -1.48  -5.54  0.000
H  2.70  -0.55  0.32  0.000
H  0.47  -2.37  7.52  0.000
H  3.31  7.97  0.82  0.000
H  -4.72  -3.08  2.71  0.001
H  4.81  5.03  -2.07  0.000
C  -3.36  -1.04  5.36  0.027
C  3.56  1.36  2.71  0.001
H  2.02  7.06  1.61  0.000
Ge  0.40  4.22  -1.60  0.000
C  -1.15  0.39  -5.44  0.000
H  -0.76  2.14  5.45  0.003
O  -1.54  -0.03  -2.86  0.000

As for the net charge: -2. The calculation puts the HOMO energy (alpha / beta) at 0.10 / -2.46 eV. The spin multiplicity is 2. Its HOMO-LUMO gap (alpha / beta) is 0.11962 / 0.21358 Eh. The energy above the lowest of the compared OMol25 structures with the same formula, charge and spin is 227.0 kJ/mol. The expectation value of S² is 0.777.


Values of molecular weight, in order: 3521.7 121.2 46.1 83.1 390.0 1167.7, all in g mol⁻¹.